Entry 1:
{"formula": "C26H30Cl3CoN5O2S", "method": "ωB97M-V with the def2-TZVPD basis set", "relative_energy_kcal_mol": 8.2, "homo_lumo_gap_ev": [7.037, 7.309], "e_homo_ev": [-7.1, -7.1], "multiplicity": 2, "fmax_ev_per_a": 1.5, "symbols": ["Co", "C", "N", "C", "C", "C", "C", "C", "C", "C", "N", "C", "C", "C", "C", "C", "C", "N", "C", "C", "H", "H", "H", "H", "H", "H", "H", "H", "H", "H", "H", "H", "H", "H", "H", "H", "H", "H", "H", "H", "Cl", "C", "Cl", "H", "H", "Cl", "C", "C", "O", "O", "H", "H", "N", "C", "N", "C", "C", "C", "C", "C", "C", "S", "H", "H", "H", "H", "H", "H"], "coordinates": [[-0.24, -0.20, -0.10], [-1.35, 1.27, -2.69], [-1.80, 1.09, -1.30], [-3.13, 0.49, -1.31], [-1.83, 2.37, -0.61], [-2.55, 3.45, -1.08], [-2.50, 4.67, -0.43], [-1.68, 4.82, 0.67], [-0.97, 3.75, 1.17], [-1.06, 2.49, 0.57], [-0.38, 1.39, 1.02], [-0.19, 1.15, 2.35], [-0.97, 1.72, 3.37], [-0.76, 1.40, 4.69], [0.24, 0.50, 5.05], [1.00, -0.10, 4.06], [0.76, 0.17, 2.73], [1.47, -0.47, 1.65], [1.63, -1.91, 1.82], [2.79, 0.15, 1.55], [-2.11, 1.77, -3.29], [-1.16, 0.29, -3.12], [-0.44, 1.86, -2.71], [-3.86, 1.13, -1.84], [-3.48, 0.33, -0.29], [-3.10, -0.46, -1.82], [-3.17, 3.35, -1.96], [-3.08, 5.51, -0.81], [-1.60, 5.79, 1.15], [-0.31, 3.88, 2.01], [-1.77, 2.39, 3.10], [-1.38, 1.84, 5.46], [0.41, 0.26, 6.09], [1.77, -0.80, 4.35], [2.15, -2.18, 2.75], [0.65, -2.39, 1.81], [2.20, -2.30, 0.98], [3.38, -0.03, 2.46], [2.68, 1.22, 1.42], [3.34, -0.26, 0.70], [-2.24, -1.00, 1.66], [-2.34, -2.52, 2.57], [-1.56, -3.85, 1.72], [-3.40, -2.77, 2.69], [-1.84, -2.36, 3.53], [-2.51, -2.18, -4.11], [-1.30, -2.88, -3.02], [-1.73, -2.58, -1.54], [-2.77, -3.06, -1.14], [-0.91, -1.86, -0.90], [-0.34, -2.42, -3.27], [-1.28, -3.95, -3.19], [1.69, 2.15, -1.31], [2.11, 0.93, -1.69], [1.52, -0.18, -1.38], [2.18, -1.27, -1.90], [1.85, -2.61, -1.71], [2.63, -3.58, -2.29], [3.74, -3.26, -3.06], [4.10, -1.93, -3.25], [3.32, -0.96, -2.67], [3.55, 0.78, -2.71], [0.98, 2.17, -0.58], [2.29, 2.94, -1.44], [0.98, -2.85, -1.12], [2.37, -4.62, -2.15], [4.33, -4.04, -3.52], [4.96, -1.66, -3.84]], "lowdin_spin": [0.976, -0.001, 0.002, 0.001, 0.000, 0.000, 0.000, 0.000, -0.001, -0.002, -0.018, -0.001, 0.000, 0.000, 0.000, 0.000, 0.001, 0.014, 0.000, 0.001, 0.000, 0.000, 0.000, 0.000, 0.000, 0.000, 0.000, 0.000, 0.000, 0.000, 0.000, 0.000, 0.000, 0.000, 0.000, 0.000, 0.000, 0.001, 0.000, 0.000, 0.008, 0.003, 0.000, 0.000, 0.000, 0.000, 0.000, -0.001, -0.002, -0.003, 0.000, 0.000, -0.001, 0.000, 0.018, 0.002, 0.000, 0.000, 0.000, 0.000, 0.001, 0.002, 0.000, 0.000, 0.000, 0.000, 0.000, 0.000]}

---

Entry 2:
{"formula": "C4H10NS", "method": "ωB97M-V with the def2-TZVPD basis set", "smiles": "CC[NH2+][C@H]1CS1", "charge": 1, "relative_energy_kcal_mol": 44.2, "homo_lumo_gap_ev": 10.167, "e_homo_ev": -13.5, "fmax_ev_per_a": 3.4, "symbols": ["C", "C", "C", "C", "N", "S", "H", "H", "H", "H", "H", "H", "H", "H", "H", "H"], "coordinates": [[2.53, -1.02, -0.02], [1.23, -0.48, 0.34], [-1.64, 0.91, 0.60], [-0.70, 0.96, -0.60], [0.12, -0.42, -0.66], [2.66, 0.79, 0.10], [3.23, -1.47, 0.72], [2.74, -1.39, -1.11], [0.82, -0.54, 1.34], [-2.56, 1.33, 0.31], [-1.80, -0.25, 0.75], [-1.30, 1.36, 1.55], [0.04, 1.81, -0.73], [-1.42, 0.98, -1.40], [0.46, -0.28, -1.60], [-0.59, -1.14, -0.75]], "nbo_charge": [-0.522, -0.137, -0.628, -0.215, -0.536, 0.167, 0.279, 0.257, 0.263, 0.248, 0.200, 0.248, 0.257, 0.233, 0.441, 0.444]}

---

Entry 3:
{"formula": "C4H5NO", "method": "ωB97M-V with the def2-TZVPD basis set", "relative_energy_kcal_mol": 136.5, "homo_lumo_gap_ev": 8.545, "e_homo_ev": -8.6, "fmax_ev_per_a": 0.5, "symbols": ["C", "C", "C", "C", "N", "O", "H", "H", "H", "H", "H"], "coordinates": [[0.57, 1.22, -1.24], [0.20, 0.26, -0.16], [0.93, -0.50, 0.71], [-0.15, -1.13, 1.39], [-1.45, -0.74, 0.93], [-1.18, 0.08, -0.05], [-0.12, 2.08, -1.27], [1.58, 1.58, -1.06], [0.55, 0.74, -2.22], [-0.77, -1.89, 0.63], [-0.16, -1.69, 2.32]], "nbo_charge": [-0.670, 0.226, -0.342, -0.266, -0.054, -0.242, 0.229, 0.249, 0.234, 0.385, 0.252]}

---

Entry 4:
{"formula": "C4H9N2O", "method": "ωB97M-V with the def2-TZVPD basis set", "charge": 2, "relative_energy_kcal_mol": 10.1, "homo_lumo_gap_ev": [9.884, 6.174], "e_homo_ev": [-19.4, -19.4], "multiplicity": 2, "fmax_ev_per_a": 3.9, "symbols": ["C", "C", "C", "N", "C", "N", "H", "H", "H", "H", "H", "H", "H", "H", "H", "O"], "coordinates": [[1.40, 1.74, -0.26], [0.81, 0.41, -0.23], [1.30, -0.71, -0.96], [0.33, -1.59, -1.17], [-0.89, -1.10, -0.67], [-0.53, 0.02, -0.04], [0.69, 2.52, -0.47], [2.24, 1.83, -1.05], [2.01, 2.14, 0.60], [2.26, -0.78, -1.51], [0.33, -2.34, -1.90], [-1.82, -1.54, -0.96], [-1.06, 0.46, 0.75], [-1.97, -0.04, 3.05], [-2.05, 1.48, 2.89], [-1.75, 0.68, 2.44]], "lowdin_spin": [0.082, 0.277, 0.277, 0.056, 0.234, -0.003, 0.010, 0.015, 0.042, 0.005, -0.001, 0.007, -0.001, 0.000, 0.000, 0.000]}

---

Entry 5:
{"formula": "C8H12O2", "method": "ωB97M-V with the def2-TZVPD basis set", "charge": 1, "relative_energy_kcal_mol": 31.8, "homo_lumo_gap_ev": [8.903, 5.094], "e_homo_ev": [-13.3, -13.3], "multiplicity": 2, "fmax_ev_per_a": 5.7, "symbols": ["C", "C", "C", "C", "C", "C", "C", "O", "H", "H", "H", "H", "H", "H", "H", "H", "C", "O", "H", "H", "H", "H"], "coordinates": [[-0.69, -2.46, 1.04], [-0.47, 1.29, 1.13], [0.86, 1.46, 1.44], [-1.00, 0.06, 0.88], [-0.11, -1.08, 1.03], [1.76, 0.36, 1.42], [1.30, -0.94, 1.12], [1.38, 2.58, 2.00], [-1.10, 2.17, 1.11], [-2.04, -0.18, 0.74], [2.78, 0.61, 1.38], [1.50, 3.27, 1.46], [-1.75, -2.71, 0.85], [-0.57, -2.83, 2.08], [1.85, -1.84, 1.26], [-0.26, -3.17, 0.35], [-0.44, 0.46, -3.51], [-1.05, 1.32, -2.58], [-0.92, 0.85, -1.75], [0.60, 0.66, -3.66], [-0.90, 0.67, -4.51], [-0.73, -0.56, -3.25]], "lowdin_spin": [0.052, 0.053, 0.240, 0.101, 0.258, 0.097, 0.044, 0.108, -0.001, 0.002, 0.002, 0.009, 0.000, 0.023, -0.001, 0.012, 0.000, 0.000, 0.000, 0.000, 0.000, 0.000]}

---

Entry 6:
{"formula": "C5H9ClN2", "method": "ωB97M-V with the def2-TZVPD basis set", "smiles": "N[C@H]1C[C@H]2N[C@H]2[C@@H]1Cl", "relative_energy_kcal_mol": 111.9, "homo_lumo_gap_ev": 9.842, "e_homo_ev": -9.0, "fmax_ev_per_a": 7.4, "symbols": ["C", "C", "C", "C", "C", "H", "H", "H", "H", "H", "H", "H", "H", "H", "N", "N", "Cl"], "coordinates": [[-1.23, -0.14, 0.43], [0.09, 0.42, 1.17], [1.29, 0.47, 0.25], [0.70, 0.25, -1.22], [-0.81, 0.46, -0.96], [-0.18, -1.80, -0.14], [-1.42, -1.94, 0.96], [-2.20, 0.14, 0.86], [0.02, 0.08, 2.38], [-0.03, 1.68, 1.21], [2.07, 1.23, 0.39], [2.54, -0.84, -0.50], [1.23, 0.47, -2.17], [-1.59, -0.16, -1.57], [-1.18, -1.57, 0.18], [1.52, -0.92, -0.38], [-0.82, 2.16, -0.89]], "nbo_charge": [-0.059, -0.474, -0.109, -0.102, -0.297, 0.407, 0.343, 0.221, 0.239, 0.224, 0.227, 0.367, 0.246, 0.265, -0.850, -0.660, 0.011]}

---

| no. | energy (hartree) | molar mass (g mol⁻¹) |
| --- | --- | --- |
| 1 | -4594.59358 | 641.9 |
| 2 | -611.03278 | 104.2 |
| 3 | -285.19699 | 83.1 |
| 4 | -341.82822 | 101.1 |
| 5 | -462.13921 | 140.2 |
| 6 | -765.45168 | 132.6 |